[1]
C34H39N11O6Rb as an isolated structure. Source: the OMol25 dataset; level of theory: wB97M-V/def2-TZVPD.

For the energy relative to the best compared isomer or geometry (same formula, charge and spin), the calculation gives 2.180 eV. The total charge is -1. The LUMO energy (alpha / beta) comes out at 1.73 / 1.73 eV. The multiplicity is 1. Its HOMO energy (alpha / beta) is -0.0813 / -0.0711 Eh.

Last column: Löwdin charge in e.
Element x y z (Å)
Rb  -0.381  1.081  -0.132  0.7734
O  -3.844  1.845  3.202  0.0786
C  -3.120  1.730  2.067  -0.5065
O  -1.985  1.302  2.025  -0.0909
C  -3.851  2.206  0.869  -0.2291
C  -5.242  2.512  0.949  -0.0542
C  -5.803  3.224  -0.154  -0.1098
C  -5.063  3.434  -1.309  -0.0678
C  -3.709  2.928  -1.293  -0.2528
N  -3.138  2.460  -0.237  0.1206
C  -2.835  2.922  -2.489  -0.4597
O  -3.492  3.339  -3.623  0.0421
O  -1.679  2.525  -2.586  -0.0022
H  -3.294  1.614  3.964  0.1180
H  -5.764  2.397  1.947  0.1032
H  -6.847  3.591  -0.131  0.0976
H  -5.538  3.900  -2.154  0.0713
H  -4.074  4.149  -3.530  0.1166
C  3.634  -3.486  -2.536  -0.0628
N  2.696  -2.747  -1.712  -0.1748
C  1.697  -3.463  -0.946  -0.0719
C  2.538  -1.354  -1.699  -0.4230
N  2.034  -0.662  -0.697  0.0822
N  2.951  -0.645  -2.823  0.0882
C  2.109  0.284  -3.395  -0.5099
N  2.792  1.391  -3.914  0.1161
N  0.785  0.136  -3.429  0.1362
H  3.212  -3.381  -3.556  0.0978
H  3.557  -4.526  -2.223  0.0784
H  4.621  -3.136  -2.405  0.0605
H  2.043  -4.555  -0.759  0.1087
H  0.702  -3.558  -1.465  0.0556
H  1.532  -3.035  0.058  0.0558
H  1.537  -1.250  0.007  -0.0103
H  3.844  -0.993  -3.224  0.1476
H  3.765  1.524  -3.798  0.0615
H  2.238  2.224  -4.009  0.0800
H  0.303  0.963  -3.861  0.0529
O  -2.231  -2.730  5.746  -0.0586
C  -2.965  -3.049  4.628  -0.2569
C  -2.144  -2.685  3.428  -0.1809
C  -2.396  -3.006  2.067  0.0036
C  -1.511  -2.652  1.085  -0.1513
N  -0.416  -1.962  1.286  0.1118
C  -0.105  -1.611  2.566  -0.1852
C  -0.908  -2.107  3.638  0.0315
C  1.117  -0.859  2.871  -0.2274
C  1.902  -1.276  3.918  0.0412
C  2.872  -0.385  4.440  -0.1824
C  3.568  -0.865  5.678  -0.1946
O  2.953  -2.077  6.162  -0.0869
C  3.177  0.744  3.695  -0.0338
C  2.486  0.941  2.515  -0.1266
N  1.455  0.191  2.112  0.0743
H  -2.798  -2.737  6.546  0.1161
H  -3.993  -2.659  4.471  0.1365
H  -3.098  -4.151  4.505  0.1316
H  -3.290  -3.614  1.866  0.1195
H  -1.556  -3.109  0.073  0.0314
H  -0.547  -2.004  4.667  0.1149
H  1.756  -2.232  4.405  0.1180
H  3.347  -0.120  6.443  0.1233
H  4.626  -0.888  5.400  0.1270
H  3.378  -2.481  6.950  0.1057
H  4.016  1.351  4.030  0.1111
H  2.820  1.728  1.771  0.1223
N  3.373  6.967  0.370  0.0783
C  2.807  5.879  -0.310  -0.3302
C  3.573  4.698  -0.411  -0.0241
C  2.906  3.552  -0.880  -0.1575
N  1.614  3.539  -1.235  0.0404
C  0.940  4.702  -1.198  -0.1291
C  1.488  5.893  -0.748  -0.0263
H  4.374  6.942  0.517  0.0815
H  3.109  7.867  -0.059  0.0986
H  4.624  4.603  -0.159  0.0995
H  3.447  2.592  -0.824  0.1087
H  -0.103  4.716  -1.509  0.1092
H  0.878  6.792  -0.728  0.1099
N  -1.593  -3.528  -1.603  0.1174
C  -1.733  -3.262  -2.812  -0.4577
C  -0.677  -3.778  -3.732  -0.0893
C  -1.026  -4.144  -5.022  -0.1586
C  -2.304  -3.792  -5.577  -0.1873
C  -3.074  -2.854  -4.869  -0.1855
C  -2.894  -2.678  -3.534  -0.0853
H  0.276  -3.890  -3.286  0.0368
H  -0.291  -4.644  -5.666  0.0767
H  -2.711  -4.301  -6.455  0.0581
H  -3.896  -2.335  -5.359  0.0849
H  -3.551  -2.120  -2.876  0.0782

[2]
C34H39N5O4P2Re as an isolated structure. Source: the OMol25 dataset; level of theory: wB97M-V/def2-TZVPD.

As for the expectation value of S²: 3.786. For the energy relative to the best compared isomer or geometry (same formula, charge and spin), the calculation gives 3.828 eV. The total charge is +2. The LUMO energy (alpha / beta) comes out at -6.67 / -9.27 eV. The multiplicity is 4. Its HOMO energy (alpha / beta) is -0.4781 / -0.4707 Eh.

Last column: Löwdin spin population.
Element x y z (Å)
Re  -0.109  -1.862  -3.841  0.0032
C  -1.363  2.864  -0.553  0.0000
C  -2.058  2.077  -1.369  0.0003
C  -1.912  1.987  -2.881  0.0004
C  -1.414  3.227  -3.672  0.0146
C  0.071  3.164  -3.929  0.0008
C  1.031  3.193  -2.998  0.0005
C  0.931  3.597  -1.565  0.0000
C  -0.440  3.994  -0.962  0.0004
C  1.736  -2.730  -3.167  -0.0004
H  -1.516  2.732  0.537  0.0000
H  -2.627  1.226  -0.948  0.0001
H  -2.875  1.654  -3.274  0.0000
H  -1.257  1.125  -3.123  0.0000
H  -1.946  3.276  -4.641  0.0078
H  -1.756  4.103  -3.109  0.0007
H  0.362  2.883  -4.954  0.0001
H  2.031  2.863  -3.295  0.0001
H  1.547  4.505  -1.505  0.0000
H  1.432  2.860  -0.915  0.0000
H  -0.211  4.556  -0.028  0.0000
H  -0.988  4.626  -1.674  0.0002
H  2.144  -1.985  -2.465  -0.0002
H  2.584  -3.044  -3.802  -0.0001
H  1.446  -3.612  -2.574  0.0001
P  1.201  -1.436  -5.471  -0.0011
P  -1.906  -0.869  -5.380  0.0016
N  2.583  -0.207  -5.538  0.0188
N  2.176  -2.651  -6.521  0.0205
N  -2.173  0.812  -6.727  0.0292
N  -3.731  -1.265  -6.259  0.0161
C  0.244  -0.835  -6.884  0.0139
C  -1.061  -1.619  -6.802  0.0057
C  3.742  -0.377  -4.796  0.1584
C  4.740  0.455  -5.317  0.0627
C  4.165  1.173  -6.400  0.0565
C  2.836  0.751  -6.506  0.1725
C  2.438  -3.946  -6.128  0.1884
C  3.090  -4.612  -7.158  0.0544
C  3.177  -3.713  -8.252  0.0817
C  2.620  -2.505  -7.829  0.1641
C  -2.871  1.968  -6.477  0.3292
C  -2.591  2.924  -7.475  0.1553
C  -1.757  2.289  -8.415  0.0903
C  -1.627  0.965  -7.985  0.3332
C  -4.766  -0.458  -6.713  0.3530
C  -5.514  -1.123  -7.706  0.1111
C  -4.928  -2.410  -7.853  0.1385
C  -3.858  -2.460  -6.941  0.3333
H  0.727  -0.936  -7.853  0.0009
H  0.122  0.237  -6.686  0.0055
H  -1.623  -1.617  -7.732  0.0038
H  -0.922  -2.663  -6.468  0.0000
H  3.744  -1.073  -3.973  0.0046
H  5.756  0.513  -4.948  0.0009
H  4.648  1.900  -7.038  0.0002
H  2.069  1.068  -7.198  0.0051
H  2.115  -4.291  -5.158  0.0064
H  3.447  -5.628  -7.089  0.0000
H  3.579  -3.919  -9.235  0.0016
H  2.495  -1.583  -8.387  0.0006
H  -3.582  2.053  -5.662  0.0084
H  -2.949  3.941  -7.495  0.0033
H  -1.277  2.685  -9.299  0.0004
H  -1.130  0.165  -8.517  0.0118
H  -4.941  0.546  -6.344  0.0151
H  -6.350  -0.709  -8.264  0.0009
H  -5.215  -3.209  -8.525  0.0026
H  -3.155  -3.261  -6.777  0.0120
O  -0.957  -2.496  -1.848  0.0003
C  -0.388  -1.501  -1.296  0.0001
O  0.244  -0.684  -2.100  -0.0004
C  -0.375  -1.198  0.190  0.0000
C  0.310  -0.068  0.678  0.0000
C  0.276  0.252  2.036  0.0000
C  -0.531  -0.518  2.891  0.0000
C  -1.164  -1.688  2.436  0.0000
C  -1.067  -2.028  1.089  0.0000
N  -0.892  -0.029  4.184  0.0000
O  -0.544  1.111  4.556  0.0000
O  -1.594  -0.782  4.902  0.0000
H  0.864  0.565  -0.012  0.0000
H  0.827  1.097  2.453  0.0000
H  -1.754  -2.282  3.134  0.0000
H  -1.526  -2.947  0.733  0.0000